DFT (ωB97M-V/def2-TZVPD) results for a 11-piece molecular cluster, C30H87N5O16 overall in a non-equilibrium geometry.

XYZ file:
```
138
Properties=species:S:1:pos:R:3:forces:R:3:lowdin_charge:R:1
C 20.85901 28.17012 -15.77217 -0.610 -1.212 -0.887 -0.12
O 22.18489 27.84925 -16.12828 1.315 1.597 1.434 -0.20
C 23.10422 28.42733 -15.14584 1.359 -0.972 -1.021 -0.19
C 24.59421 28.16542 -15.57120 -1.784 -0.476 -0.490 -0.37
C 24.69768 28.79803 -16.99254 -0.015 -1.216 0.334 -0.07
N 24.98090 26.68704 -15.57184 -0.322 1.862 -0.931 0.06
H 20.50678 27.34750 -15.14983 -0.318 0.426 0.739 0.08
H 20.24847 28.07385 -16.66999 0.076 0.120 -0.241 0.08
H 20.68079 29.17509 -15.38958 0.343 -0.070 0.361 0.09
H 23.08571 29.51637 -15.10381 -0.845 0.188 -0.027 0.11
H 22.97261 28.01425 -14.14576 -0.501 -0.112 0.090 0.10
H 25.16530 28.81050 -14.90350 0.452 -0.584 0.277 0.12
H 25.65337 28.53187 -17.44413 0.110 0.518 0.013 0.07
H 24.46116 29.86166 -16.96345 0.575 0.088 0.137 0.08
H 23.91985 28.39248 -17.63954 0.017 -0.294 0.053 0.07
H 24.57102 26.12091 -14.84274 0.063 0.555 0.803 0.02
H 24.40149 26.37206 -16.33680 0.203 -0.436 -0.688 0.06
C 14.58956 20.70503 -12.18908 0.393 0.050 -0.022 -0.08
O 14.75840 21.34796 -13.45135 -0.559 -0.089 -0.987 -0.23
C 13.66715 21.19486 -14.40525 -0.290 -0.008 -1.550 -0.12
C 13.96238 21.66795 -15.89104 0.519 1.023 -0.308 -0.40
C 12.99162 21.30613 -17.07451 -0.875 -0.243 1.736 -0.05
N 15.16639 21.13645 -16.42464 1.578 -1.291 -0.092 0.03
H 14.53777 19.61979 -12.27660 -0.434 -0.089 -0.163 0.09
H 13.77872 21.11512 -11.58704 -0.388 -0.094 -0.308 0.07
H 15.48863 20.89515 -11.60286 0.169 0.146 -0.169 0.08
H 13.37451 20.15515 -14.55169 -0.096 -0.292 0.780 0.12
H 12.84035 21.85286 -14.13772 -0.274 -0.378 0.603 0.12
H 14.04248 22.75009 -15.78785 -0.180 0.470 -0.218 0.13
H 13.42121 21.57099 -18.04063 0.105 0.273 0.270 0.07
H 11.99110 21.73564 -17.02374 0.005 0.028 0.172 0.07
H 12.90476 20.21983 -17.05204 -0.169 -0.104 -0.162 0.08
H 15.14523 21.09389 -17.43351 0.213 -0.047 0.208 0.05
H 16.03950 21.53331 -16.10798 -0.210 0.125 -0.091 0.04
C 16.26081 25.11105 -10.51936 -0.092 0.078 -1.498 -0.09
O 14.83556 25.12192 -10.37636 0.963 1.788 -0.380 -0.18
C 14.22357 23.88769 -10.20969 0.134 -0.452 1.313 -0.22
C 12.64912 24.00153 -10.10444 1.865 -0.365 -1.260 -0.38
C 11.98807 22.73356 -9.61031 -0.334 -0.379 0.498 -0.08
N 12.18848 24.26274 -11.49518 -0.424 -0.009 1.333 0.04
H 16.60659 26.12648 -10.71287 -0.265 0.188 0.847 0.09
H 16.60669 24.65832 -11.44861 -0.643 -0.559 -0.632 0.06
H 16.90387 24.57019 -9.82508 -0.653 0.219 1.053 0.09
H 14.53666 23.25857 -11.04293 -0.401 -0.468 -0.267 0.10
H 14.73103 23.51641 -9.31933 -0.533 -0.872 0.497 0.12
H 12.35701 24.79764 -9.41962 0.295 0.244 -0.211 0.14
H 12.52748 22.22102 -8.81380 0.021 0.449 0.383 0.08
H 11.82497 21.91832 -10.31522 0.121 0.343 -0.659 0.07
H 10.99939 23.04210 -9.27059 -0.049 -0.371 0.197 0.08
H 12.45121 23.38749 -11.92531 -0.031 0.139 -0.845 0.04
H 12.77474 25.00582 -11.84763 0.069 0.061 -0.405 0.06
C 17.03381 18.97557 -20.88604 -1.972 -0.607 -0.051 -0.10
O 16.63630 19.80694 -19.78251 2.192 -0.545 -1.677 -0.20
C 17.73666 20.67910 -19.49775 -1.038 0.414 2.835 -0.19
C 18.99404 19.99678 -18.84834 -0.860 -0.219 0.348 -0.38
C 18.52953 19.07626 -17.64123 -1.087 0.710 -1.899 -0.05
N 19.95942 20.97646 -18.36072 -0.194 0.161 -0.089 0.03
H 16.23324 18.24103 -20.97354 -0.059 -0.136 -0.036 0.08
H 17.94198 18.38353 -20.77289 0.280 0.483 0.289 0.08
H 16.99707 19.52556 -21.82638 0.477 0.235 -0.003 0.09
H 17.87046 21.52914 -20.16681 0.550 -0.649 -0.935 0.13
H 17.23609 21.19537 -18.67861 0.540 0.511 0.672 0.10
H 19.59718 19.45744 -19.57870 -0.531 -0.521 -0.165 0.12
H 18.15473 19.63552 -16.78401 1.047 0.575 0.384 0.06
H 19.24596 18.28379 -17.42481 -0.265 0.071 0.193 0.08
H 17.53158 18.74576 -17.92927 0.188 -1.194 -0.362 0.06
H 19.55847 21.32397 -17.50131 0.108 0.399 0.372 0.07
H 20.70483 20.35652 -18.07762 0.674 0.385 0.321 0.08
C 25.97544 22.93491 -14.02764 1.213 -0.482 0.024 -0.11
O 24.73846 23.53072 -14.19739 -0.410 0.400 -0.389 -0.17
C 24.29673 24.13575 -13.04526 -2.906 1.240 0.506 -0.24
C 22.87669 24.68118 -13.29368 -1.824 -0.284 -0.802 -0.43
C 22.32754 25.52329 -12.14771 2.265 0.826 -0.451 -0.06
N 21.85868 23.64698 -13.48327 0.178 -1.313 -0.459 0.06
H 26.43891 23.10111 -13.05518 -0.376 0.062 0.381 0.09
H 26.69962 23.38519 -14.70656 -0.067 -0.446 -0.484 0.10
H 25.82538 21.86073 -14.13579 0.566 -0.132 -0.318 0.09
H 24.16281 23.41142 -12.24182 0.580 -0.035 0.499 0.13
H 24.80765 25.05651 -12.76372 1.000 -0.304 0.276 0.13
H 22.89944 25.22756 -14.23658 0.172 0.472 0.050 0.12
H 22.68135 24.99640 -11.26155 -0.690 0.263 0.517 0.07
H 21.27962 25.82273 -12.16430 0.098 -0.709 -0.118 0.08
H 22.90504 26.44310 -12.24007 0.047 0.495 0.658 0.06
H 22.30347 22.74112 -13.44249 -0.211 -0.073 0.613 0.01
H 21.49592 23.62699 -14.42567 -0.137 0.529 -0.272 0.07
O 17.07322 22.13520 -14.77400 0.130 0.068 0.947 -0.10
C 17.95097 22.79814 -13.87600 1.139 -0.256 -0.025 -0.19
C 18.04491 22.21023 -12.43263 -1.659 -0.233 -1.956 -0.17
O 18.42198 20.83238 -12.43969 1.148 1.163 0.865 -0.09
H 16.38532 21.73005 -14.24085 -0.751 -0.152 0.133 0.03
H 18.86486 22.67894 -14.45797 0.664 0.576 0.748 0.11
H 17.69170 23.85150 -13.76962 -0.030 0.196 -0.102 0.11
H 17.00878 22.23591 -12.09514 -0.303 0.219 0.341 0.08
H 18.57573 22.87956 -11.75564 0.710 -0.576 -0.167 0.13
H 17.80614 20.34649 -12.99310 -0.480 -0.396 -0.469 0.04
O 16.65814 16.98759 -9.70669 -2.422 0.140 0.013 -0.08
C 17.28777 17.94041 -10.55532 2.237 -1.218 1.691 -0.22
C 18.03708 18.91774 -9.63037 -0.061 2.657 -0.866 -0.19
O 19.20949 19.53684 -10.20002 0.897 -1.681 0.935 -0.10
H 17.27057 16.45157 -9.19756 0.397 0.349 -0.309 0.09
H 17.98640 17.27643 -11.06436 0.627 0.875 -0.813 0.12
H 16.65568 18.44353 -11.28706 -0.448 -0.329 0.439 0.09
H 18.20673 18.58178 -8.60741 0.689 -0.830 -0.419 0.12
H 17.46397 19.81578 -9.39983 -1.135 -0.190 -0.113 0.11
H 18.99765 20.13241 -10.92253 -0.697 0.116 -0.581 0.03
O 21.00656 21.28797 -8.99860 -1.414 0.203 1.275 -0.05
C 22.21567 21.51385 -9.58705 0.842 -0.364 -1.363 -0.30
C 23.38590 21.12466 -8.70184 0.583 1.388 -1.335 -0.21
O 23.72356 22.26570 -7.86981 -0.238 -1.348 0.718 -0.08
H 20.48853 20.58772 -9.40220 -0.104 -0.406 -0.256 0.04
H 22.31659 21.02113 -10.55408 -0.068 -0.577 -0.172 0.11
H 22.23366 22.55804 -9.89922 0.489 0.481 0.348 0.11
H 24.27746 20.93735 -9.30030 0.087 -0.027 -0.489 0.10
H 23.19009 20.13632 -8.28596 -0.201 0.608 1.238 0.12
H 23.94009 22.95065 -8.50665 -0.009 0.080 0.068 0.07
O 15.03383 17.06165 -14.33680 -0.412 0.657 -1.006 -0.07
C 16.38382 16.87401 -13.92500 -0.521 -1.229 0.818 -0.24
C 17.29287 17.95514 -14.46157 -2.237 -0.210 0.894 -0.16
O 16.81375 19.18144 -13.85856 1.009 -0.404 -0.390 -0.10
H 14.63343 16.23268 -14.60897 0.137 0.040 -0.014 0.09
H 16.22143 16.87137 -12.84717 1.253 -0.032 0.261 0.11
H 16.73798 15.90085 -14.26503 0.156 -0.152 0.087 0.13
H 17.02539 17.92356 -15.51777 0.846 0.473 -0.343 0.11
H 18.32785 17.73858 -14.19696 -0.044 0.438 -0.207 0.13
H 15.90204 19.26834 -14.14636 -0.282 0.289 -0.224 0.07
O 22.61011 20.83123 -13.35557 -0.298 -0.932 1.096 -0.09
C 21.37020 20.43647 -13.96698 1.003 0.027 -0.569 -0.20
C 21.55097 19.19883 -14.83495 -1.088 0.807 -0.075 -0.27
O 22.71113 19.24862 -15.60503 0.412 -0.385 -0.125 -0.04
H 23.19148 21.32462 -13.93881 -0.182 -0.200 -0.634 0.07
H 20.61953 20.12910 -13.23888 0.220 0.805 0.425 0.11
H 21.04479 21.28088 -14.57457 -0.442 -0.051 0.010 0.11
H 20.70468 19.23107 -15.52113 -0.117 -0.333 -0.152 0.10
H 21.43743 18.31229 -14.21105 0.406 -0.311 -0.052 0.12
H 23.41930 19.09427 -14.97553 0.402 0.083 -0.122 0.09
O 20.96691 23.84072 -18.09713 0.162 0.435 0.377 -0.07
H 20.74320 24.25853 -18.92876 -0.037 0.103 -0.160 0.03
H 20.89656 22.90251 -18.27333 -0.179 -0.533 -0.268 -0.03
```
Positions in Å, forces in eV/Å.

As for the charge: 0. As for the energy above the lowest of the compared OMol25 structures with the same formula, charge and spin: 96.56 kcal per mole. Its SMILES is COC[C@H](C)N.COC[C@H](C)N.COC[C@H](C)N.COC[C@H](C)N.COC[C@H](C)N.OCCO.OCCO.OCCO.OCCO.OCCO.O. The spin multiplicity is 1. The electronic energy comes out at -72721.757 eV. The value obtained for the HOMO energy is -9.0 eV. As for the HOMO-LUMO gap: 0.342 hartree. The calculation puts the LUMO energy at 0.3 eV.